No. 1
Density functional theory data (ωB97M-V/def2-TZVPD) for one molecule with the formula C3H5P.

## Properties
LUMO (spin up / spin down) = -0.045 / -0.029 Ha
Kohn-Sham gap (spin up / spin down) = 7.538 / 7.654 eV
ΔE to the lowest compared entry with this formula, charge and spin = 544.2 kJ/mol
E_HOMO (spin up / spin down) = -8.755 / -8.443 eV
2S+1 = 1

Last column: Löwdin charge in e.
Atoms and positions in Å:
C  0.65794  0.38719  -0.50510  -0.23
C  1.63252  -0.48399  -0.58593  -0.07
C  -1.47367  -0.03934  1.64099  -0.29
P  -0.94305  0.65164  0.18777  0.63
H  1.59884  -1.54002  -0.21836  0.08
H  2.46711  -0.33804  -1.16620  0.01
H  -1.72464  -1.15541  1.39369  -0.04
H  -1.43108  0.60832  -1.04579  -0.03
H  -0.78397  1.90965  0.29891  -0.06

Forces on atoms 1 to 2 (eV/Å):
1.5 -1.1 0.5
-2.1 -1.3 1.0

=====

No. 2
Density functional theory data (ωB97M-V/def2-TZVPD) for one molecule with the formula C4H6N2.

## Properties
LUMO = 0.015 Ha
Kohn-Sham gap = 9.066 eV
SMILES = Cc1ncc[nH]1
ΔE to the lowest compared entry with this formula, charge and spin = 312.0 kJ/mol
E_HOMO = -8.649 eV
2S+1 = 1

Last column: Löwdin charge in e.
Atoms and positions in Å:
C  1.40964  0.66469  -1.07118  -0.06
C  0.26912  -0.06704  -0.25681  -0.43
N  -0.86639  0.04374  -0.94871  0.09
C  -1.75462  -0.44732  -0.03404  -0.18
C  -1.15907  -0.56992  1.18258  -0.17
N  0.24549  -0.63366  0.97313  0.05
H  0.95407  1.72702  -1.07258  0.09
H  1.91348  0.31966  -2.07097  0.10
H  2.44703  0.84022  -0.76170  0.03
H  -2.81982  -0.41247  -0.11067  0.09
H  -1.42180  -1.15084  2.10916  0.11
H  0.78287  -0.31407  2.06180  0.28

Forces on atoms 1 to 2 (eV/Å):
1.0 1.3 -0.2
3.7 1.8 -4.7

=====

No. 3
Density functional theory data (ωB97M-V/def2-TZVPD) for a 2-piece molecular cluster, H2 overall.

## Properties
LUMO = 0.050 Ha
Kohn-Sham gap = 14.065 eV
ΔE to the lowest compared entry with this formula, charge and spin = 119.7 kJ/mol
E_HOMO = -12.712 eV
2S+1 = 1

Last column: Löwdin charge in e.
Atoms and positions in Å:
H  0.00000  0.00000  0.55098  0.00
H  0.00000  0.00000  -0.55098  0.00

Forces on the atoms, in the same order (eV/Å):
0.0 0.0 -4.9
0.0 0.0 4.9

=====

No. 4
Density functional theory data (ωB97M-V/def2-TZVPD) for one molecule with the formula C4H8OS.

## Properties
LUMO = -0.013 Ha
Kohn-Sham gap = 8.474 eV
SMILES = CC(=S)[C@@H](C)O
ΔE to the lowest compared entry with this formula, charge and spin = 110.6 kJ/mol
E_HOMO = -8.821 eV
2S+1 = 1

Last column: Löwdin charge in e.
Atoms and positions in Å:
C  0.91976  1.49654  0.37757  -0.12
C  0.98961  0.07088  -0.14194  -0.71
S  2.45997  -0.70265  -0.35871  0.69
C  -0.32987  -0.57110  -0.58100  -0.46
C  -0.91464  -1.39560  0.54710  -0.05
O  -1.35466  0.42697  -0.78795  -0.05
H  1.95643  1.77851  0.63568  0.07
H  0.59231  2.23278  -0.27625  0.05
H  0.20989  1.69770  1.18560  0.10
H  -0.20691  -1.12335  -1.52856  0.14
H  -1.70863  -2.03150  0.06618  0.10
H  -0.25806  -2.14692  0.99660  0.09
H  -1.43740  -0.77621  1.22215  0.07
H  -0.91778  1.04397  -1.35647  0.07

Forces on atoms 1 to 2 (eV/Å):
1.6 -1.1 1.6
1.1 -0.1 -0.9

=====

No. 5
Density functional theory data (ωB97M-V/def2-TZVPD) for a 6-piece molecular cluster, C32H59N2O15S2 overall.

## Properties
LUMO = -0.155 Ha
Kohn-Sham gap = 6.358 eV
Charge = +1
E_HOMO = -10.584 eV
2S+1 = 1

Last column: Löwdin charge in e.
Atoms and positions in Å:
C  -2.11627  2.29130  -3.37302  -0.10
C  -1.37041  3.03101  -2.25517  -0.23
C  -0.01029  2.44300  -1.81959  -0.20
C  0.72896  1.63565  -2.87478  -0.16
N  1.84080  0.79130  -2.29201  -0.20
C  1.60552  -0.63991  -2.51195  -0.22
C  0.46339  -1.10754  -1.60026  -0.16
C  0.96719  -1.87812  -0.37427  -0.17
C  0.03729  -1.68284  0.82397  -0.14
C  0.21568  -0.36205  1.53058  -0.15
C  -0.90021  0.39008  1.93631  0.06
C  -0.75548  1.59099  2.63189  0.00
C  0.52318  2.04382  2.91488  -0.06
N  1.57935  1.32258  2.51385  0.09
C  1.46726  0.15844  1.84317  0.02
C  3.10214  1.23590  -2.68569  -1.11
S  4.13141  0.49428  -3.68956  0.76
S  3.54426  2.79493  -1.91361  0.89
C  3.92127  2.09689  -0.27994  -0.46
C  3.67157  3.10145  0.84820  -0.29
C  2.19829  3.48957  0.98047  -0.13
H  -1.96754  1.21310  -3.33506  0.06
H  -3.18775  2.46055  -3.27484  0.07
H  -1.82617  2.65117  -4.35901  0.08
H  -1.26887  4.07960  -2.52943  0.11
H  -2.02517  3.01621  -1.38179  0.09
H  0.64431  3.27305  -1.56290  0.08
H  -0.13369  1.86728  -0.90035  0.08
H  1.18994  2.32136  -3.58206  0.13
H  0.07862  0.93314  -3.38476  0.11
H  1.39964  -0.86778  -3.56021  0.12
H  2.52087  -1.17163  -2.26034  0.09
H  -0.08919  -0.23188  -1.25710  0.09
H  -0.23185  -1.72523  -2.16842  0.12
H  1.95938  -1.49955  -0.12250  0.10
H  1.05091  -2.93627  -0.61126  0.13
H  0.23930  -2.46127  1.56530  0.13
H  -1.01339  -1.75901  0.54897  0.12
H  -1.88703  0.01437  1.69801  0.14
H  -1.61757  2.15068  2.95940  0.09
H  0.68293  2.97297  3.44076  0.15
H  2.50372  1.66876  2.73722  0.16
H  2.38647  -0.34539  1.58707  0.15
H  4.97817  1.83604  -0.31092  0.08
H  3.31878  1.20004  -0.12973  0.06
H  4.24227  4.00084  0.61249  0.11
H  4.07001  2.68254  1.77607  0.10
H  1.55286  2.64764  0.72648  0.05
H  1.96927  4.29578  0.28813  0.08
H  1.93780  3.85502  1.97419  0.07
C  5.90259  3.68021  -5.20192  -0.05
O  5.30113  3.79326  -6.49477  0.00
C  6.04049  3.29229  -7.48475  -0.63
O  7.12032  2.77801  -7.36333  0.13
O  5.37703  3.45879  -8.62624  0.00
C  6.06264  2.96467  -9.78218  -0.03
H  5.19481  4.11919  -4.50468  0.08
H  6.06736  2.63688  -4.94284  0.07
H  6.84320  4.22644  -5.16418  0.10
H  6.23595  1.89415  -9.69582  0.10
H  7.01062  3.48140  -9.91460  0.10
H  5.40733  3.16905  -10.62283  0.09
C  -2.38870  -3.65743  3.01688  -0.05
O  -3.70382  -4.18096  3.16244  0.01
C  -4.31619  -4.41212  1.99609  -0.63
O  -3.83856  -4.19677  0.91001  0.11
O  -5.51515  -4.91083  2.23843  0.02
C  -6.27146  -5.24739  1.06315  -0.01
H  -1.99905  -3.49651  4.01846  0.08
H  -1.74975  -4.35972  2.48236  0.10
H  -2.42051  -2.70855  2.47999  0.08
H  -5.75318  -6.00779  0.48189  0.09
H  -6.44126  -4.36124  0.45557  0.10
H  -7.21632  -5.63649  1.42710  0.10
C  -1.00176  -3.11672  8.23063  -0.01
O  -0.14644  -1.98112  8.01785  0.02
C  -0.11563  -1.53233  6.78057  -0.62
O  -0.71902  -1.97103  5.83244  0.11
O  0.71561  -0.47870  6.72603  0.02
C  0.80590  0.07664  5.42260  -0.07
H  -0.91283  -3.35497  9.28464  0.10
H  -2.03177  -2.86569  7.98911  0.10
H  -0.67018  -3.95859  7.62758  0.10
H  -0.16706  0.43454  5.09323  0.09
H  1.18758  -0.66879  4.72355  0.09
H  1.50663  0.90604  5.49610  0.10
C  -2.08838  -7.26799  -0.92973  -0.04
O  -2.52477  -8.16885  -1.94800  0.01
C  -3.80488  -8.52588  -1.83507  -0.62
O  -4.56512  -8.14509  -0.98184  0.11
O  -4.09360  -9.36536  -2.82184  0.01
C  -5.44635  -9.83606  -2.82549  -0.03
H  -1.04430  -7.05384  -1.13921  0.09
H  -2.66870  -6.34693  -0.95914  0.09
H  -2.18016  -7.72703  0.05306  0.10
H  -6.13959  -9.00528  -2.93796  0.10
H  -5.66467  -10.37822  -1.90811  0.10
H  -5.52311  -10.50238  -3.67839  0.10
C  -0.83043  8.37510  3.09174  -0.02
O  -1.94746  7.54343  2.74857  0.02
C  -1.66311  6.26084  2.60293  -0.62
O  -0.57742  5.75062  2.72880  0.11
O  -2.78756  5.61562  2.28466  0.02
C  -2.63259  4.21437  2.09487  -0.05
H  -1.22846  9.38075  3.17250  0.10
H  -0.40325  8.06551  4.04284  0.10
H  -0.07273  8.33524  2.31247  0.10
H  -2.27938  3.74340  3.01288  0.07
H  -1.93673  4.00919  1.28127  0.09
H  -3.61970  3.83820  1.84279  0.11

Forces on atoms 1 to 2 (eV/Å):
-0.1 0.1 0.1
-0.3 -0.3 0.0

=====

No. 6
Density functional theory data (ωB97M-V/def2-TZVPD) for C18H15NO3 as an isolated structure.

## Properties
LUMO = -0.022 Ha
Kohn-Sham gap = 7.869 eV
ΔE to the lowest compared entry with this formula, charge and spin = 1335.3 kJ/mol
E_HOMO = -8.468 eV
2S+1 = 1

Last column: Löwdin charge in e.
Atoms and positions in Å:
O  -3.33609  -5.02480  0.52670  0.18
C  -2.67590  -4.18217  0.14730  -0.78
O  -3.08260  -3.09421  -0.29357  0.10
H  -2.43210  -2.23491  -0.47936  0.15
C  -1.18965  -4.10988  0.14048  -0.12
H  -0.88410  -5.17134  0.40623  0.11
H  -0.83916  -3.61535  1.43431  0.24
C  -0.17617  -3.55930  -0.93253  -0.10
C  0.01273  -2.07542  -0.69655  -0.23
N  -1.06375  -1.22447  -0.61200  0.19
C  -0.22568  -0.08850  -0.28761  -0.15
C  1.08672  -0.21599  -0.24609  -0.29
C  1.91784  0.68136  0.11636  -0.18
C  1.92839  1.59708  1.15114  -0.02
C  2.97194  2.43429  1.38907  -0.13
C  4.24513  2.17041  1.21041  -0.08
C  4.27519  1.08592  0.27503  -0.15
C  3.32044  0.32134  -0.09729  -0.05
H  3.51893  -0.73377  -0.89513  0.21
H  5.46400  0.74730  0.02767  0.17
H  5.12221  2.72049  1.32031  0.09
H  2.94440  3.28695  2.35510  0.18
H  0.97192  1.84038  1.52761  0.12
O  1.20835  -1.55364  -0.17527  0.13
C  -1.04487  1.10453  -0.56139  -0.10
C  -0.68128  2.35170  -0.72568  -0.01
C  -1.57809  3.67761  -0.76242  -0.05
C  -2.66608  3.37728  -0.43002  -0.32
C  -3.32794  2.37914  0.05877  -0.10
C  -2.62163  1.14729  0.04528  0.11
H  -2.91563  0.12348  0.20918  0.07
H  -4.37117  2.27602  0.06926  0.10
H  -3.36978  4.35088  -0.41925  0.17
H  -1.07005  4.60912  -1.06714  0.13
H  0.36113  2.54554  -0.99753  0.10
H  0.89940  -4.17507  -0.78283  0.18
H  -0.69701  -3.76929  -1.94855  0.15

Forces on atoms 1 to 2 (eV/Å):
-3.7 -5.6 2.3
5.9 3.2 -1.4

=====

No. 7
Density functional theory data (ωB97M-V/def2-TZVPD) for C29H23BF9N3O2S2SrTe2 as an isolated structure.

## Properties
LUMO = -0.037 Ha
Kohn-Sham gap = 7.358 eV
ΔE to the lowest compared entry with this formula, charge and spin = 209.8 kJ/mol
E_HOMO = -8.376 eV
2S+1 = 1

Last column: Löwdin charge in e.
Atoms and positions in Å:
Sr  -0.18088  1.44237  -1.19162  1.47
S  -0.51666  -3.63331  1.69281  1.08
C  -0.76451  -4.88676  2.82614  -0.40
C  -0.28542  -4.56432  4.05761  -0.18
C  0.29993  -3.27651  4.08887  -0.12
C  0.26380  -2.63455  2.88011  -0.46
C  0.71180  -1.28262  2.55522  -0.18
C  0.61504  -0.80864  1.23171  -0.09
N  0.84428  0.42908  0.86627  0.02
C  1.25940  1.31059  1.79797  -0.14
C  1.52878  0.91549  3.12132  -0.12
C  2.09746  1.86425  4.03166  -0.01
C  2.38021  3.12428  3.63771  -0.01
C  2.06695  3.57359  2.31329  -0.12
C  2.35007  4.87117  1.86663  0.07
C  2.00367  5.25714  0.58622  -0.17
C  1.29389  4.31042  -0.18506  -0.09
N  1.03795  3.08231  0.19528  0.01
C  1.45197  2.68409  1.41616  -0.13
C  2.34050  6.56335  0.02965  -0.47
C  2.96698  7.61532  0.64510  -0.12
C  3.16534  8.72507  -0.20802  -0.18
C  2.69136  8.50286  -1.46425  -0.41
S  2.00421  6.95041  -1.62730  1.08
C  1.21227  -0.39840  3.49294  0.07
H  -1.25680  -5.79356  2.51289  0.07
H  -0.35031  -5.21967  4.91360  0.10
H  0.73614  -2.84049  4.97626  0.11
H  0.31342  -1.49403  0.44474  0.08
H  2.31328  1.53970  5.04218  0.12
H  2.83335  3.82862  4.32448  0.12
H  2.85084  5.55761  2.53793  0.12
H  0.93991  4.59537  -1.16903  0.08
H  3.27407  7.59649  1.68099  0.11
H  3.64027  9.64589  0.09609  0.10
H  2.71181  9.17098  -2.31024  0.07
H  1.35451  -0.70401  4.52186  0.12
O  -1.36895  -2.50548  -4.80981  -0.11
N  -1.27530  -1.43118  -4.32446  -0.38
F  -3.41674  1.12836  -1.20422  0.09
B  -2.79064  1.61820  -0.07218  -1.29
F  -1.83326  0.59284  0.36181  -0.07
F  -3.63845  1.95704  0.93086  0.20
F  -1.90964  2.68371  -0.42430  -0.03
F  2.89437  1.58716  -4.29854  -0.35
Te  1.39438  2.38188  -3.51400  1.79
F  2.04325  4.01617  -4.13364  -0.35
F  0.64156  1.93495  -5.16362  -0.35
F  1.21456  0.56203  -2.75192  -0.56
F  2.62474  2.58726  -2.07810  -0.36
O  -0.06734  2.91570  -2.72260  -0.73
C  -2.82336  -7.38536  -1.10531  -0.05
C  -2.49976  -5.93232  -1.31566  -0.26
C  -1.24387  -5.52730  -1.74512  -0.02
C  -0.94005  -4.18908  -1.96648  -0.33
C  0.45433  -3.81624  -2.39071  -0.07
C  -1.94765  -3.23692  -1.76938  -0.40
Te  -1.61745  -1.20564  -2.31889  1.51
C  -3.21498  -3.61076  -1.29672  -0.31
C  -4.32177  -2.63286  -0.99196  -0.06
C  -3.46244  -4.96032  -1.07887  -0.02
H  -1.95245  -8.01709  -1.27279  0.07
H  -3.61007  -7.69785  -1.79425  0.09
H  -3.18588  -7.56384  -0.09177  0.08
H  -0.47876  -6.27538  -1.92113  0.12
H  1.15010  -4.62625  -2.17749  0.08
H  0.79296  -2.91767  -1.87419  0.05
H  0.48489  -3.62726  -3.46396  0.07
H  -4.00048  -1.59806  -1.07051  0.01
H  -4.69351  -2.79102  0.02111  0.09
H  -5.15876  -2.77623  -1.67776  0.09
H  -4.44247  -5.26074  -0.72157  0.13

Forces on atoms 1 to 2 (eV/Å):
-1.2 -2.7 3.4
0.1 0.1 0.2

=====

One value per record, in order, for F_max: 3.98 6.25 4.93 3.22 1.10 16.82 5.64 eV/A.